A molecular structure, C10H10BrClCoO4 in a non-equilibrium geometry. Source: OMol25; level of theory: ωB97M-V with the def2-TZVPD basis set.

ORCA input file:
```
! wB97M-V def2-TZVPD RIJCOSX def2/J DEFGRID3
* xyz -2 4
C 1.34213 1.77590 -0.37228
C 2.06791 0.81658 0.34618
C 2.21079 -0.35154 -0.48881
H 2.45478 0.90438 1.35060
C 1.49875 -0.09284 -1.71561
C 0.96303 1.19578 -1.64667
H 0.35561 1.68442 -2.39932
H 1.06409 2.76724 -0.03095
H 2.75313 -1.24803 -0.23652
H 1.39412 -0.80661 -2.51978
Co -0.01201 0.00211 0.00614
Br -1.53705 1.31466 1.02643
C -5.00443 2.67549 0.09602
C -4.68449 3.17158 -1.19802
C -3.89509 4.34415 -1.03629
H -4.99224 2.73369 -2.14487
C -3.72791 4.57254 0.35778
C -4.41332 3.54112 1.05741
H -4.47621 3.43459 2.13776
H -5.59868 1.79096 0.31299
H -3.49344 4.96042 -1.83775
H -3.17534 5.39323 0.80989
O 2.51610 -3.51939 -0.69814
Cl 2.01681 -3.14334 0.57883
O 1.09467 -4.05215 1.10755
O 3.04344 -2.77862 1.48970
O 1.04659 -1.73757 0.33937
*
```

Results
- Energy relative to the best compared isomer or geometry (same formula, charge and spin): 72.93 kJ/mol
- ⟨S²⟩: 3.7683
- Calculated total energy: -138904.0427 eV
- HOMO energy (spin up / spin down): -0.133 / -0.137 eV

Mulliken population analysis, charges in e, atoms 1 to 5: -0.632, -0.395, -0.376, 0.323, -0.303